Record 1
The following is a quantum chemistry calculation of C25H47BrCl2O2P2Sn as an isolated structure in a non-equilibrium geometry, from OMol25.

Output
HOMO: -5.913 eV
calculated total energy: -150279.8071 eV

ORCA input file:
```
! RIJCOSX wB97M-V def2-TZVPD def2/J DEFGRID3
* xyz 0 1
C 2.408 -3.150 -2.732
C 3.540 -3.266 -1.713
C -1.211 1.853 4.028
H 0.801 4.649 4.827
Cl 0.246 1.376 -1.900
H -4.938 -4.488 2.528
H 1.761 -1.144 -5.909
H 4.639 -1.907 -3.744
H 2.259 0.168 0.527
C 2.145 2.763 2.939
C -2.497 -3.176 0.552
H 2.605 0.380 -4.113
C 3.133 -0.337 -3.460
H -3.554 3.892 3.188
Br -4.828 0.259 0.793
C -0.093 1.014 4.672
H 0.677 1.630 5.149
Sn 0.939 -0.428 -0.444
H 4.421 -0.202 -1.694
C 0.967 -1.780 -5.500
P -0.616 3.070 2.789
H 0.322 -0.179 -4.206
C -2.300 0.929 3.442
C 0.462 -1.273 -4.148
C -2.896 4.656 2.747
C -0.903 -1.880 -3.759
H -5.816 -2.151 2.280
O -2.519 -0.456 -1.386
C -2.138 -0.828 -0.284
H 0.529 -4.186 -3.201
H -1.561 -3.423 0.048
H -0.872 -2.400 -2.793
H -1.665 2.512 4.807
C -4.169 -1.497 1.070
H 0.373 0.350 3.932
H -2.933 3.833 0.001
H -1.648 -1.079 -3.663
H 0.132 -1.755 -6.210
H -1.262 -2.578 -4.528
H 2.799 -3.339 -3.741
H 4.950 -0.390 -4.593
H -0.544 0.387 5.453
H 4.423 -2.679 -1.987
H -1.910 0.367 2.576
H 2.180 5.300 3.912
H 3.729 -1.506 -5.227
C -4.885 -2.450 1.810
H -2.846 -5.148 1.322
H 1.755 -5.160 -2.357
H 3.201 -2.969 -0.710
H 4.536 1.166 -2.818
H 3.854 -4.317 -1.659
C 4.160 -1.095 -4.307
C -4.394 -3.758 1.928
P 1.746 -1.404 -2.801
H 3.064 3.169 2.494
C -2.947 -1.856 0.472
H 3.123 1.031 -1.752
H -3.515 5.326 2.139
C -2.416 3.168 0.712
H 2.336 2.547 4.000
Cl 0.964 -2.732 0.521
H -1.228 4.832 1.370
H -3.200 1.477 3.133
C -3.217 -4.126 1.274
C 1.031 3.826 2.802
H 1.124 4.270 1.789
H -3.147 2.446 1.097
C 1.308 -4.162 -2.430
C 1.135 4.966 3.831
H 0.536 5.828 3.519
H -1.632 2.623 0.164
C -1.824 4.029 1.847
O -1.060 -0.421 0.364
H -2.610 0.204 4.209
H 0.852 -3.938 -1.450
H 1.319 -2.819 -5.447
H -2.436 5.243 3.551
H 1.906 1.833 2.406
C 3.837 0.457 -2.351
*
```

=====

Record 2
The following is a quantum chemistry calculation of C25H47N4O3PdSSbSi as an isolated structure in a non-equilibrium geometry, from OMol25.

Output
HOMO: -1.111 eV
energy relative to the best compared isomer or geometry (same formula, charge and spin): 33.3 kcal per mole
calculated total energy: -67522.3417 eV

ORCA input file:
```
! RIJCOSX wB97M-V def2-TZVPD def2/J DEFGRID3
* xyz -2 1
C -4.558 1.052 -0.852
C -1.440 2.403 4.289
H 0.336 -1.650 1.232
C 0.332 1.068 4.362
Pd -0.017 -0.136 0.116
C -5.351 -0.223 -0.594
H -0.793 3.048 -3.751
C 2.641 0.316 -0.645
H 5.202 3.261 -1.367
H -3.138 -1.777 -1.778
C -1.213 2.137 -3.300
C -2.917 -0.799 -3.673
H 6.909 1.678 -1.989
C -0.454 2.950 -1.062
C 4.121 0.066 -0.934
N -1.088 1.036 2.320
C 4.946 1.119 -1.326
N 0.229 1.887 5.438
O 1.870 -0.079 -1.556
H -0.331 -1.185 -2.835
C 3.738 -2.366 -0.430
O -2.637 -1.378 2.275
C 6.266 0.855 -1.686
Si -1.701 -2.613 2.531
H -0.241 0.637 1.786
H 0.301 2.178 -0.898
H -0.011 -3.341 0.765
H 3.578 -2.313 0.650
N -0.758 1.428 3.613
H -3.872 -0.271 -3.677
H -3.056 -1.740 -4.225
H -1.802 0.272 2.306
H -0.431 1.372 -3.322
H 8.230 -1.277 -3.009
C -2.701 2.974 3.760
H -6.417 -0.015 -0.430
C -0.007 -2.657 1.619
H -2.057 1.822 -3.916
C 5.943 -1.470 -1.253
H -0.567 -1.988 4.694
H -0.767 3.306 -0.077
H 6.329 -2.487 -1.230
H 0.789 -2.978 2.298
C 4.623 -1.238 -0.885
H -6.082 2.120 -1.966
H 0.895 1.934 6.183
C -1.216 -2.810 4.378
H 8.737 0.231 -2.244
H -2.188 -0.204 -4.223
H -2.791 -4.347 1.048
C -1.630 2.390 -1.857
H -5.276 -0.900 -1.451
H 4.179 -3.336 -0.667
H -0.695 -2.002 -1.315
C -1.074 -1.795 -2.321
H 2.757 -2.284 -0.898
H -2.642 3.003 2.672
H -3.479 -4.371 2.676
N -0.867 2.708 5.413
C -5.039 1.793 -2.093
H -4.960 -0.742 0.285
H -1.919 -5.149 2.367
H 0.031 3.775 -1.603
H -0.683 -3.748 4.574
H -5.002 1.151 -2.975
H 8.742 -1.279 -1.320
H 3.747 2.687 -0.513
H -4.684 1.717 0.011
H -3.548 2.338 4.025
S 1.474 -0.097 4.096
H -2.452 3.117 -1.832
H -2.105 -2.801 5.019
Sb -2.384 0.565 -0.739
C 8.203 -0.705 -2.077
C -2.544 -4.286 2.113
C 4.399 2.522 -1.370
H -1.156 -2.755 -2.851
C -2.425 -1.096 -2.258
C 6.778 -0.434 -1.658
O 2.334 0.891 0.416
H -4.430 2.675 -2.295
H -2.860 3.971 4.165
H 3.797 2.664 -2.271
*
```

=====

| no. | gap between HOMO and LUMO (eV) |
| --- | --- |
| 1 | 5.4 |
| 2 | 5.5 |